ORCA calculation (ωB97M-V/def2-TZVPD) on a molecular structure, C27H32IrO4PS4 in a non-equilibrium geometry.

## Properties
expectation value of S²	0.7561
LUMO (spin up / spin down)	-3.24 / -3.06	eV
calculated total energy	-92169.595	eV
frontier orbital gap (spin up / spin down)	0.2532 / 0.2783	Eh
charge	+1
spin multiplicity	2
HOMO (spin up / spin down)	-10.13 / -10.64	eV
energy above the lowest of the compared OMol25 structures with the same formula, charge and spin	2.3540	eV

Each line ends with the Löwdin spin population.
Geometry (Å):
Ir 1.0112 -0.7761 -0.1480  0.749
C 3.0368 -0.4091 2.4330  0.001
C 1.8595 -0.6889 3.3580  0.009
S 0.2676 -0.6752 2.4970  0.072
C -0.4681 -2.2228 3.1310  0.003
C 0.2640 -3.5442 2.8434  0.001
S 0.5302 -3.7479 1.0819  0.008
C 2.3093 -4.0986 1.0000  0.001
C 3.2527 -3.0770 1.6191  0.002
S 3.1771 -1.3888 0.9155  0.009
H 3.9768 -0.5362 2.9713  0.000
H 2.9992 0.6181 2.0614  0.000
H 1.8182 0.0965 4.1131  0.002
H 1.9662 -1.6394 3.8774  0.000
H -1.4624 -2.2368 2.6838  0.000
H -0.5771 -2.0742 4.2058  0.002
H -0.3678 -4.3762 3.1548  0.000
H 1.2108 -3.6058 3.3737  0.000
H 2.5266 -4.1852 -0.0655  0.000
H 2.4810 -5.0739 1.4542  0.000
H 4.2748 -3.4186 1.4544  0.000
H 3.1008 -2.9965 2.6934  0.000
O 0.9443 0.2379 -2.5475  0.054
S 2.1151 1.0917 -2.2949  0.006
O 3.1831 0.9612 -3.2355  0.001
O 2.5175 0.9842 -0.8514  0.037
C 1.3346 2.6531 -2.3079  0.001
C 1.7893 3.7547 -2.9976  0.000
C 1.0878 4.9501 -2.8727  0.000
C -0.0276 5.0211 -2.0561  0.000
C -0.4695 3.9028 -1.3525  0.000
C 0.2011 2.6964 -1.4778  0.001
P -0.4211 1.2217 -0.5431  0.011
C -1.9694 0.7509 -1.3788  0.003
C -2.2821 1.1974 -2.6568  0.001
C -3.4474 0.7675 -3.2824  0.000
C -4.3052 -0.1055 -2.6328  0.001
C -3.9892 -0.5701 -1.3594  0.000
C -2.8184 -0.1573 -0.7445  0.001
C -0.9273 2.0074 1.0151  -0.001
C -2.2247 2.0925 1.5000  0.000
C -2.4628 2.6639 2.7475  0.000
C -1.4129 3.1494 3.5100  0.000
C -0.1117 3.0819 3.0223  0.000
C 0.1282 2.5067 1.7873  0.000
H 2.6735 3.6722 -3.6167  0.000
H 1.4185 5.8280 -3.4120  0.000
H -0.5661 5.9548 -1.9616  0.000
H -1.3383 3.9803 -0.7096  0.000
H -1.6097 1.8697 -3.1748  0.000
H -3.6816 1.1166 -4.2803  0.000
H -5.2144 -0.4355 -3.1189  0.000
H -4.6551 -1.2578 -0.8512  0.000
H -2.5456 -0.5558 0.2269  0.000
H -3.0572 1.7362 0.9088  0.000
H -3.4776 2.7300 3.1198  0.000
H -1.6041 3.5764 4.4861  0.000
H 0.7100 3.4791 3.6055  0.000
H 1.1438 2.4509 1.4005  0.000
C -1.5680 -3.2341 -2.1799  0.002
O -0.8912 -2.2668 -1.3306  0.000
C 0.3970 -2.1410 -1.2538  0.014
C 1.2043 -2.6635 -2.3959  0.006
H -1.0433 -4.1856 -2.1701  0.000
H -1.6492 -2.8414 -3.1908  0.000
H -2.5547 -3.3458 -1.7450  0.000
H 0.6519 -3.2951 -3.0859  0.001
H 2.0875 -3.2072 -2.0575  0.000
H 1.5503 -1.7673 -2.9122  0.001

Cartesian forces, eV/Å:
Ir 1.43 1.91 1.49
C -0.14 0.19 -0.09
C 0.00 0.09 -0.06
S -0.27 -0.44 0.15
C 0.24 0.04 -0.03
C -0.40 0.34 -0.07
S 0.39 -0.67 0.00
C -0.20 0.18 -0.09
C 0.08 0.09 0.01
S -0.35 -1.02 -0.51
H 0.03 0.07 -0.03
H 0.06 0.01 0.05
H 0.11 -0.03 0.04
H 0.03 0.02 0.00
H -0.02 -0.01 0.05
H -0.13 -0.10 0.00
H 0.05 0.10 0.30
H -0.01 -0.06 0.05
H -0.05 -0.12 0.01
H 0.16 0.01 -0.01
H 0.01 -0.01 0.08
H 0.04 -0.02 0.01
O 0.30 -0.21 -0.51
S 0.19 0.07 0.15
O 0.08 0.26 0.15
O 0.06 -0.21 -0.35
C -0.27 0.20 0.34
C -0.06 -0.01 0.02
C 0.02 0.03 -0.03
C -0.06 0.00 0.00
C -0.02 0.02 0.01
C 0.28 -0.12 -0.01
P -1.03 -0.77 -0.64
C 0.09 0.11 -0.01
C -0.01 0.04 -0.04
C 0.05 0.00 -0.01
C 0.02 -0.04 0.05
C 0.01 0.01 -0.01
C 0.00 0.01 -0.02
C 0.33 0.01 0.16
C -0.02 0.08 0.01
C 0.00 -0.05 -0.02
C 0.02 -0.04 0.02
C 0.01 -0.02 0.00
C -0.03 0.03 -0.06
H -0.02 -0.01 0.01
H 0.00 -0.01 0.01
H 0.00 -0.01 0.01
H 0.01 0.02 -0.02
H -0.03 0.02 0.01
H 0.01 0.00 0.03
H 0.00 0.02 0.01
H 0.03 0.02 -0.02
H -0.05 0.01 0.01
H 0.00 -0.01 0.01
H 0.03 0.00 -0.02
H 0.00 0.04 -0.04
H -0.01 -0.01 -0.01
H -0.02 0.06 0.00
C 0.12 0.19 0.04
O -0.60 -0.86 0.28
C -1.03 1.25 -1.24
C 0.57 -0.68 0.37
H -0.02 -0.02 0.03
H 0.02 0.03 -0.01
H -0.02 0.02 0.01
H -0.02 0.01 0.02
H 0.02 0.06 -0.01
H -0.01 -0.07 -0.07



ORCA calculation (ωB97M-V/def2-TZVPD) on a molecular structure, C27H32IrO4PS4.

## Properties
expectation value of S²	0.7540
LUMO (spin up / spin down)	-2.28 / -2.85	eV
calculated total energy	-92171.422	eV
frontier orbital gap (spin up / spin down)	0.2873 / 0.3095	Eh
charge	+1
spin multiplicity	2
HOMO (spin up / spin down)	-10.09 / -11.27	eV
energy above the lowest of the compared OMol25 structures with the same formula, charge and spin	0.5269	eV

Each line ends with the Löwdin spin population.
Geometry (Å):
Ir 0.0316 -1.2411 -0.0329  0.703
C -0.1604 -2.9653 2.5045  0.003
C -1.1121 -1.9142 3.0826  0.012
S -1.3729 -0.4682 1.9955  0.104
C -3.1805 -0.3392 1.9858  0.013
C -4.0429 -1.5322 1.5782  0.001
S -3.7686 -2.0644 -0.1195  -0.001
C -3.3216 -3.8063 0.0703  0.000
C -2.2088 -4.1480 1.0450  0.003
S -0.5321 -3.4670 0.7920  0.013
H -0.1308 -3.8492 3.1430  0.000
H 0.8609 -2.5853 2.4335  0.000
H -0.7041 -1.5520 4.0267  0.002
H -2.0868 -2.3421 3.3083  0.000
H -3.3649 0.5072 1.3210  0.000
H -3.4653 -0.0159 2.9892  0.005
H -5.0886 -1.2369 1.6724  0.000
H -3.9092 -2.3800 2.2474  0.000
H -3.0787 -4.1444 -0.9387  0.000
H -4.2035 -4.3737 0.3731  0.000
H -2.0566 -5.2278 1.0201  0.001
H -2.5074 -3.8995 2.0605  0.000
O 1.9163 -1.5248 -2.0125  0.058
S 2.8585 -1.7999 -0.9209  0.008
O 3.8328 -2.8174 -1.1528  0.003
O 2.0887 -1.9915 0.3698  0.019
C 3.6640 -0.2629 -0.6605  0.000
C 5.0468 -0.1904 -0.6720  0.000
C 5.6587 1.0407 -0.4990  0.000
C 4.8857 2.1794 -0.3123  0.000
C 3.5027 2.0906 -0.2858  0.000
C 2.8700 0.8632 -0.4677  0.000
P 1.0388 0.8252 -0.3319  0.004
C 0.5144 1.9550 -1.6554  0.003
C 1.3054 2.0834 -2.7957  0.001
C 0.9094 2.9187 -3.8320  0.000
C -0.2692 3.6404 -3.7341  0.001
C -1.0703 3.5086 -2.6060  0.000
C -0.6899 2.6579 -1.5807  0.001
C 0.9110 1.7070 1.2711  -0.002
C 0.2206 2.8824 1.5247  -0.001
C 0.1595 3.3923 2.8194  0.000
C 0.7930 2.7374 3.8610  -0.001
C 1.5097 1.5723 3.6082  0.000
C 1.5684 1.0610 2.3250  0.000
H 5.6194 -1.0951 -0.8253  0.000
H 6.7380 1.1114 -0.5105  0.000
H 5.3604 3.1424 -0.1794  0.000
H 2.9140 2.9851 -0.1187  0.000
H 2.2286 1.5255 -2.8795  0.000
H 1.5311 3.0097 -4.7129  0.000
H -0.5670 4.3043 -4.5350  0.000
H -1.9936 4.0687 -2.5274  0.000
H -1.3405 2.5305 -0.7256  0.000
H -0.2569 3.4303 0.7252  0.000
H -0.3769 4.3138 3.0052  0.000
H 0.7487 3.1411 4.8638  0.000
H 2.0329 1.0699 4.4118  0.000
H 2.1413 0.1586 2.1297  0.000
C -2.5977 0.2489 -2.9752  0.002
O -1.8380 0.0389 -1.7571  0.003
C -1.1700 -1.0413 -1.5276  0.026
C -1.1933 -2.1282 -2.5484  0.013
H -3.3792 -0.5030 -3.0586  0.000
H -1.9338 0.2310 -3.8362  0.000
H -3.0358 1.2338 -2.8628  0.000
H -1.9315 -2.0145 -3.3382  0.002
H -1.3324 -3.0848 -2.0480  0.001
H -0.1897 -2.1599 -2.9868  0.001

Cartesian forces, eV/Å:
Ir 0.07 0.33 -0.73
C -0.01 0.16 -0.08
C 0.06 0.01 0.04
S 0.23 -0.35 0.15
C -0.16 -0.01 -0.06
C 0.07 0.16 0.08
S 0.01 -0.19 -0.25
C 0.00 0.01 -0.09
C -0.01 -0.06 0.02
S 0.16 -0.07 0.09
H -0.07 -0.02 -0.04
H -0.01 0.00 0.04
H 0.04 -0.01 -0.02
H 0.01 -0.01 0.01
H -0.02 -0.02 -0.02
H 0.00 0.00 0.00
H 0.01 0.03 0.04
H 0.02 0.01 0.02
H 0.01 0.04 0.01
H 0.01 0.00 0.02
H -0.04 -0.01 0.01
H 0.02 0.01 0.00
O 0.21 -0.26 0.29
S -0.30 -0.18 -0.49
O 0.00 0.01 0.24
O -0.03 -0.07 0.28
C 0.03 0.10 -0.01
C -0.02 0.01 -0.02
C -0.01 0.05 0.01
C 0.03 -0.02 0.00
C -0.01 0.01 -0.01
C 0.02 -0.04 0.00
P 0.04 0.41 0.20
C -0.04 -0.05 0.00
C -0.03 -0.04 0.00
C 0.03 -0.02 0.00
C -0.03 0.01 0.03
C 0.01 -0.01 -0.01
C 0.02 -0.02 0.01
C 0.03 -0.11 -0.04
C -0.02 0.05 -0.01
C 0.01 -0.01 -0.02
C 0.01 0.00 -0.02
C 0.01 -0.02 0.01
C -0.05 0.00 -0.03
H -0.01 0.00 0.00
H 0.00 0.01 0.00
H 0.00 0.00 0.00
H 0.00 -0.01 0.00
H 0.02 0.00 -0.01
H 0.00 0.00 0.01
H 0.00 0.00 0.00
H 0.00 -0.01 0.00
H -0.03 -0.02 -0.04
H 0.03 0.00 0.05
H 0.00 0.00 -0.01
H 0.00 0.00 0.00
H 0.00 0.00 0.00
H -0.01 0.00 0.02
C 0.01 0.00 0.10
O -0.20 0.26 -0.14
C -0.29 0.08 0.45
C 0.15 -0.14 -0.06
H -0.01 0.03 0.00
H 0.00 0.01 -0.01
H 0.01 0.02 -0.01
H 0.00 -0.02 0.05
H 0.04 -0.02 -0.04
H -0.01 -0.01 0.00



ORCA calculation (ωB97M-V/def2-TZVPD) on a single C27H32N2O5 molecule in a non-equilibrium geometry.

## Properties
LUMO	-0.06	eV
calculated total energy	-41736.057	eV
frontier orbital gap	0.2922	Eh
HOMO	-8.01	eV
SMILES string	CCOc1ccc([C@H]2c3c(oc4cc(C)c(C)cc4c3=O)C(=O)N2CCCN(C)C)cc1OC
energy above the lowest of the compared OMol25 structures with the same formula, charge and spin	0.9980	eV

Each line ends with the natural charge from an NBO analysis.
Geometry (Å):
C -0.5360 5.6562 -0.9382  -0.639
C 0.5844 5.5136 0.0886  -0.060
O 0.2848 4.5699 1.0950  -0.483
C 0.3376 3.2412 0.8127  0.236
C 0.8232 2.6748 -0.3537  -0.245
C 0.8489 1.2969 -0.5170  -0.237
C 0.4040 0.4674 0.4936  -0.046
C 0.4306 -1.0342 0.3215  -0.061
C -0.6068 -1.4976 -0.6570  -0.157
C 0.0054 -2.1019 -1.7038  0.281
O -0.5952 -2.6194 -2.7705  -0.413
C -1.9542 -2.5171 -2.7980  0.385
C -2.6069 -3.0487 -3.9083  -0.262
C -3.9820 -2.9933 -4.0223  0.027
C -4.6581 -3.5730 -5.2237  -0.634
C -4.7392 -2.3891 -3.0006  -0.029
C -6.2309 -2.3175 -3.1012  -0.629
C -4.0869 -1.8655 -1.9055  -0.141
C -2.6967 -1.9140 -1.7740  -0.223
C -2.0465 -1.3437 -0.5789  0.524
O -2.6481 -0.8234 0.3463  -0.570
C 1.4848 -2.1067 -1.4928  0.628
O 2.3548 -2.5410 -2.2140  -0.596
N 1.6578 -1.5059 -0.2883  -0.405
C 2.9514 -1.1976 0.2668  -0.225
C 3.1816 -1.8757 1.6198  -0.422
C 4.4469 -1.3688 2.3238  -0.216
N 4.1372 -0.4587 3.4163  -0.433
C 5.2957 -0.2456 4.2594  -0.407
C 3.5946 0.8055 2.9612  -0.425
C -0.0893 1.0207 1.6704  -0.297
C -0.1390 2.3925 1.8399  0.337
O -0.6130 3.0218 2.9463  -0.492
C -1.1781 2.2356 3.9671  -0.254
H -1.4603 5.9282 -0.4352  0.217
H -0.2810 6.4317 -1.6554  0.214
H -0.6979 4.7214 -1.4691  0.213
H 0.7088 6.4539 0.6328  0.194
H 1.5360 5.2727 -0.4025  0.167
H 1.1875 3.2946 -1.1570  0.212
H 1.2226 0.8773 -1.4396  0.216
H 0.2740 -1.5119 1.2969  0.223
H -2.0055 -3.5068 -4.6783  0.224
H -3.9303 -3.9944 -5.9112  0.221
H -5.2294 -2.8069 -5.7464  0.223
H -5.3536 -4.3573 -4.9277  0.223
H -6.6484 -1.8198 -2.2307  0.223
H -6.6590 -3.3169 -3.1695  0.218
H -6.5296 -1.7679 -3.9930  0.217
H -4.6377 -1.3958 -1.1038  0.234
H 3.6903 -1.5471 -0.4591  0.238
H 3.0416 -0.1109 0.3680  0.205
H 3.2498 -2.9522 1.4599  0.215
H 2.3363 -1.6899 2.2824  0.211
H 4.9742 -2.2180 2.7637  0.202
H 5.1247 -0.9026 1.5859  0.160
H 5.6365 -1.2026 4.6521  0.198
H 5.0132 0.3900 5.0971  0.199
H 6.1319 0.2320 3.7245  0.161
H 2.6473 0.6465 2.4507  0.207
H 3.4069 1.4395 3.8266  0.203
H 4.2781 1.3403 2.2820  0.162
H -0.4535 0.3611 2.4410  0.226
H -0.4316 1.5830 4.4326  0.173
H -1.5492 2.9414 4.7085  0.200
H -2.0095 1.6298 3.5931  0.183

Cartesian forces, eV/Å:
C 0.22 -0.17 0.33
C -0.02 0.28 -0.38
O -0.09 -0.32 0.19
C -0.10 -0.04 0.24
C -0.02 0.22 0.03
C -0.07 -0.19 0.20
C 0.11 0.13 -0.05
C -0.31 0.03 0.04
C 0.52 -0.37 -0.45
C -0.74 0.50 0.89
O 0.48 -0.10 -0.15
C -0.84 0.18 0.21
C 0.19 0.03 0.09
C 0.28 0.05 0.14
C 0.03 0.01 0.01
C 0.10 0.10 0.21
C 0.04 -0.01 -0.03
C 0.07 -0.09 -0.16
C 0.10 -0.12 -0.25
C 0.00 -0.04 -0.05
O 0.12 -0.07 -0.05
C 0.26 -0.17 -0.18
O -0.05 -0.11 -0.24
N -0.09 0.06 0.12
C 0.23 -0.15 0.10
C 0.17 0.18 -0.23
C -0.26 -0.15 0.13
N 0.11 -0.02 0.05
C -0.06 -0.03 -0.02
C -0.03 -0.10 0.04
C -0.02 0.13 0.01
C 0.04 0.19 -0.07
O 0.15 0.14 -0.32
C -0.08 -0.13 0.16
H -0.09 0.04 0.02
H 0.01 0.08 -0.10
H -0.04 -0.04 -0.09
H 0.07 -0.13 -0.11
H -0.05 0.03 0.10
H 0.01 0.13 -0.04
H 0.07 -0.05 -0.11
H -0.01 0.03 -0.08
H 0.06 -0.07 -0.11
H 0.00 -0.04 -0.07
H -0.07 0.01 -0.08
H -0.08 -0.06 -0.05
H -0.07 0.02 0.03
H -0.12 -0.05 -0.02
H -0.11 0.03 -0.05
H -0.06 0.04 0.08
H -0.06 0.12 0.06
H 0.05 -0.05 -0.05
H -0.07 -0.03 0.00
H -0.05 -0.05 0.07
H 0.04 0.06 -0.08
H 0.07 0.01 0.03
H 0.07 -0.01 0.04
H 0.06 0.03 0.05
H 0.04 0.03 -0.01
H -0.07 0.07 -0.07
H -0.05 0.07 -0.01
H 0.03 0.03 -0.04
H -0.06 -0.06 0.13
H -0.03 0.01 -0.03
H 0.01 -0.09 -0.02
H 0.04 0.01 0.01